{
  "formula": "C9H24BrLiO3",
  "method": "wB97M-V/def2-TZVPD",
  "symbols": ["Li", "Br", "C", "C", "C", "O", "H", "H", "H", "H", "H", "H", "H", "H", "C", "C", "C", "O", "H", "H", "H", "H", "H", "H", "H", "H", "C", "C", "C", "O", "H", "H", "H", "H", "H", "H", "H", "H"],
  "positions_angstrom": [[-6.026, -2.277, -2.679], [-2.407, -1.303, -2.724], [3.391, 3.051, -2.305], [2.389, 1.951, -1.976], [1.966, 1.871, -0.507], [1.237, 2.194, -2.728], [3.069, 4.000, -1.876], [3.468, 3.277, -3.369], [4.412, 2.765, -2.051], [2.890, 1.047, -2.323], [2.821, 1.697, 0.146], [1.307, 1.031, -0.290], [1.514, 2.819, -0.214], [0.607, 1.474, -2.651], [-5.320, 3.485, 2.345], [-4.150, 2.783, 1.686], [-3.711, 1.473, 2.359], [-4.502, 2.503, 0.364], [-6.185, 2.829, 2.447], [-5.543, 4.385, 1.772], [-5.035, 3.862, 3.327], [-3.308, 3.473, 1.738], [-4.383, 0.633, 2.183], [-3.787, 1.620, 3.436], [-2.672, 1.163, 2.244], [-3.953, 1.787, 0.037], [2.084, -4.001, 1.163], [2.593, -4.201, -0.246], [3.782, -5.164, -0.232], [1.610, -4.767, -1.095], [1.028, -3.729, 1.186], [2.669, -3.282, 1.736], [2.112, -4.929, 1.732], [2.819, -3.218, -0.658], [3.548, -6.126, 0.225], [4.597, -4.721, 0.340], [4.144, -5.336, -1.246], [0.927, -4.123, -1.296]],
  "forces_ev_per_angstrom": [[1.1141, 0.3219, -0.0155], [-1.0326, -0.2582, 0.1034], [-0.1440, 0.4628, -0.1255], [0.3274, -0.0489, 0.1437], [1.0431, -0.0934, 0.1741], [-0.5834, 0.4642, -0.9942], [0.3070, 0.0296, 0.4130], [-0.4389, -0.4530, -0.2292], [-0.0999, 0.1640, 0.6035], [-0.2192, -0.5721, 0.2065], [0.2507, 0.1486, 0.0353], [-0.3109, 0.1143, -0.3376], [-0.1698, -0.0876, -0.0243], [-0.0229, -0.1718, 0.1230], [0.3019, 0.1356, 0.1752], [0.5000, -0.9104, 0.6716], [-0.3194, 0.3849, 1.5389], [-0.4282, 0.1864, -1.0705], [-0.0824, 0.1137, -0.1284], [-0.3346, -0.1895, -0.2033], [0.0467, -0.2360, 0.1622], [0.2725, 0.1578, -0.1993], [-0.0473, 0.0669, -0.4675], [0.0053, 0.0876, 0.2803], [-0.0419, 0.1390, -0.6831], [0.1470, 0.0153, -0.1282], [-0.4920, -0.3567, 0.7520], [-0.0623, -0.2826, 0.1304], [0.2064, 0.6789, -0.4024], [-0.1881, -0.6446, -0.1443], [0.0325, 0.4298, -0.1652], [-0.0036, 0.1650, -0.1547], [0.1406, -0.2307, -0.0683], [0.6341, 0.0539, -0.0593], [-0.3028, 0.0886, -0.0337], [0.0605, 0.0158, 0.0544], [-0.0181, -0.0400, -0.0038], [-0.0473, 0.1508, 0.0709]],
  "multiplicity": 1,
  "e_above_lowest_kcal_mol": 31.4,
  "homo_energy_ev": -7.770,
  "energy_ha": -3164.5253,
  "charge": 0,
  "orbital_gap_ha": 0.1964
}



{
  "formula": "C38H32Cl3F5N2O4S3SiW",
  "method": "wB97M-V/def2-TZVPD",
  "symbols": ["W", "S", "C", "N", "C", "C", "C", "C", "C", "C", "S", "H", "H", "H", "H", "C", "Si", "C", "C", "N", "C", "C", "C", "C", "C", "C", "O", "C", "C", "C", "C", "C", "C", "H", "H", "H", "H", "H", "H", "H", "H", "H", "H", "H", "H", "H", "H", "H", "H", "H", "H", "O", "S", "C", "C", "C", "C", "C", "C", "C", "C", "C", "C", "C", "C", "H", "H", "H", "H", "H", "H", "H", "H", "H", "H", "Cl", "C", "Cl", "Cl", "C", "O", "O", "F", "C", "F", "C", "F", "F", "F"],
  "positions_angstrom": [[-0.677, 0.946, 0.823], [-0.847, 1.297, 3.215], [0.234, 2.622, 3.046], [0.787, 2.780, 1.881], [1.589, 3.920, 1.861], [2.363, 4.380, 0.799], [3.127, 5.515, 0.971], [3.145, 6.199, 2.191], [2.401, 5.744, 3.261], [1.627, 4.603, 3.083], [0.615, 3.799, 4.245], [2.364, 3.842, -0.136], [3.726, 5.880, 0.148], [3.750, 7.089, 2.300], [2.414, 6.262, 4.211], [2.115, -0.278, 2.976], [2.584, -0.051, 1.186], [3.354, -1.703, 0.688], [3.876, 1.315, 1.138], [1.271, 0.403, 0.074], [1.551, 0.102, -1.264], [2.799, -0.308, -1.777], [2.994, -0.624, -3.111], [1.984, -0.540, -4.052], [0.748, -0.079, -3.632], [0.586, 0.209, -2.302], [-1.485, -0.305, -1.138], [-2.131, 1.060, -3.073], [-2.240, 2.329, -3.824], [-2.615, 2.050, -5.243], [-3.282, 0.939, -5.572], [-3.591, -0.080, -4.584], [-3.009, -0.049, -3.373], [2.938, -0.859, 3.402], [1.197, -0.849, 3.122], [2.048, 0.656, 3.533], [3.247, -2.415, 1.509], [4.424, -1.584, 0.496], [2.917, -2.152, -0.203], [4.856, 0.928, 1.429], [3.611, 2.104, 1.843], [3.976, 1.781, 0.159], [3.645, -0.370, -1.116], [3.982, -0.938, -3.423], [2.160, -0.806, -5.084], [-0.083, 0.072, -4.316], [-1.348, 2.945, -3.751], [-2.390, 2.817, -5.973], [-3.604, 0.789, -6.594], [-4.275, -0.878, -4.837], [-3.183, -0.810, -2.627], [-0.702, -0.743, 1.390], [0.082, -2.694, 0.164], [0.550, -3.639, 1.601], [1.322, -4.781, 1.413], [1.741, -5.516, 2.512], [1.393, -5.111, 3.793], [0.625, -3.970, 3.976], [0.201, -3.227, 2.882], [-1.507, -3.331, -0.243], [-2.481, -3.613, 0.709], [-3.728, -4.053, 0.297], [-4.011, -4.201, -1.054], [-3.040, -3.910, -2.003], [-1.787, -3.473, -1.601], [1.596, -5.084, 0.411], [2.343, -6.404, 2.366], [1.724, -5.684, 4.649], [0.356, -3.650, 4.974], [-0.382, -2.325, 3.011], [-2.275, -3.465, 1.759], [-4.490, -4.262, 1.036], [-4.990, -4.539, -1.368], [-3.257, -4.024, -3.057], [-1.024, -3.235, -2.332], [-1.039, 0.872, -1.916], [-0.579, 2.435, -1.469], [-3.566, 3.376, -3.097], [0.933, 3.004, -2.039], [-1.296, 3.352, -0.476], [-1.387, 4.521, -0.729], [-1.628, 2.767, 0.641], [-3.236, -0.789, 0.754], [-2.945, 0.532, 0.935], [-3.542, 1.174, -0.138], [-3.836, 0.924, 2.137], [-3.719, 2.204, 2.480], [-5.122, 0.700, 1.842], [-3.540, 0.164, 3.206]],
  "forces_ev_per_angstrom": [[1.1866, -4.3534, 4.0814], [0.1802, 0.0677, -0.2705], [-0.3100, 0.2488, 0.0809], [0.1366, -0.2967, -0.1223], [0.0891, 0.1062, -0.1057], [0.0052, -0.0018, -0.0387], [-0.0194, -0.0056, 0.0108], [-0.0266, -0.0283, 0.0126], [0.0287, 0.0135, -0.0124], [-0.0377, -0.0306, 0.0004], [-0.0120, 0.0029, -0.0028], [-0.0053, 0.0166, 0.0460], [0.0013, 0.0039, 0.0026], [0.0009, 0.0000, -0.0005], [0.0039, 0.0022, -0.0024], [-0.1782, 0.0730, 0.0462], [0.3285, -0.0678, 0.3738], [-0.0653, -0.1840, 0.1411], [-0.0197, -0.0826, 0.0011], [-0.7969, 0.2584, -1.6787], [-0.7383, 0.2029, -0.0259], [-0.0880, 0.2192, -0.0415], [0.1915, 0.0135, 0.0986], [-0.1900, -0.0516, -0.1899], [0.0724, 0.0248, -0.0056], [0.5895, -0.0703, 0.3266], [-0.1283, -0.2162, 1.5190], [-0.7828, -0.3137, 0.0484], [0.0327, 0.2300, -0.0265], [-0.0216, -0.0439, -0.0624], [0.0595, 0.0213, -0.0184], [0.0424, 0.0220, 0.0559], [-0.0515, -0.1734, -0.2312], [0.0210, 0.0090, 0.0297], [0.1544, 0.0873, -0.0130], [-0.0316, 0.0073, -0.0084], [-0.0102, 0.0102, 0.0200], [0.0184, 0.0096, 0.0245], [-0.0514, -0.0933, 0.1385], [-0.0160, -0.0177, 0.0074], [0.0085, -0.0064, 0.0080], [0.0203, -0.0185, -0.1030], [0.0930, 0.1145, -0.0937], [0.0086, 0.0020, 0.0310], [-0.0270, 0.0174, -0.0003], [0.0328, 0.0084, -0.0339], [-0.0328, -0.0394, 0.0009], [-0.0259, 0.0182, 0.0140], [0.0018, -0.0010, 0.0026], [0.0016, -0.0006, 0.0079], [-0.0258, -0.0093, 0.0023], [-0.7454, 4.2320, 0.0181], [0.7908, -1.0915, -0.6286], [-0.1384, 0.0335, -0.2254], [0.0325, -0.0570, 0.1809], [0.0278, 0.0073, -0.0319], [0.0057, -0.0076, 0.0236], [-0.0334, 0.0409, 0.0282], [0.0649, -0.1178, -0.0271], [-0.0021, -0.0137, -0.0395], [0.0209, -0.0329, -0.1266], [0.0054, -0.0129, -0.0233], [-0.0741, -0.0295, -0.0187], [-0.0274, 0.0928, 0.0166], [-0.1258, 0.0355, 0.0853], [-0.0369, 0.0216, -0.0108], [0.0023, -0.0068, 0.0102], [-0.0067, -0.0014, 0.0050], [0.0028, -0.0114, 0.0140], [-0.0509, -0.0727, 0.0079], [0.0291, -0.0109, 0.0257], [-0.0077, -0.0116, 0.0024], [-0.0012, -0.0105, 0.0027], [-0.0055, -0.0067, -0.0062], [0.0356, -0.0562, 0.0056], [0.6206, 1.7676, -2.3895], [0.1501, -0.5892, 0.9022], [0.0434, -0.0261, -0.0218], [0.0995, 0.1470, -0.2014], [-0.2800, 0.4506, -0.3926], [0.0722, -0.0896, 0.0614], [-0.0388, -0.3938, -0.4138], [0.1129, 0.1355, 0.1092], [-0.2669, -0.0810, -1.1634], [-0.0204, -0.0007, 0.0756], [0.0452, 0.0473, 0.1707], [-0.0122, 0.0098, -0.0203], [0.0523, -0.0116, -0.0319], [0.0429, 0.0175, -0.0167]],
  "multiplicity": 1,
  "e_above_lowest_kcal_mol": 63.9,
  "homo_energy_ev": [-7.633, -7.634],
  "energy_ha": -5308.4370,
  "charge": 0,
  "orbital_gap_ha": [0.2088, 0.2090]
}



{
  "formula": "C7H6F2N2O3",
  "method": "wB97M-V/def2-TZVPD",
  "symbols": ["O", "N", "O", "N", "O", "C", "F", "F", "C", "C", "C", "C", "C", "C", "H", "H", "H", "H", "H", "H"],
  "positions_angstrom": [[2.564, 0.850, -0.226], [1.625, 1.483, -0.673], [1.720, 2.398, -1.517], [0.417, 1.103, -0.281], [-0.659, 1.664, -0.970], [-0.987, 2.902, -0.529], [-1.016, 2.955, 0.838], [-2.203, 3.178, -0.987], [0.113, -0.283, 0.023], [-0.699, -0.599, 1.114], [-0.821, -1.936, 1.532], [-0.329, -2.994, 0.777], [0.479, -2.649, -0.270], [0.664, -1.357, -0.700], [-0.399, 3.707, -1.031], [-1.090, 0.175, 1.727], [-1.420, -2.133, 2.361], [-0.552, -4.003, 1.047], [1.107, -3.377, -0.862], [1.486, -1.086, -1.373]],
  "forces_ev_per_angstrom": [[-0.4509, 0.3473, 0.2966], [2.5983, 0.8421, -2.9641], [-0.5107, -0.9978, 1.6528], [-2.8537, -0.8689, 1.0592], [0.5247, -1.2604, -0.4862], [0.3307, 2.7187, -0.0218], [0.2214, 0.0264, -0.8958], [-1.1391, -0.6788, 0.0081], [0.0526, -1.3817, 0.3937], [1.2060, -0.5435, -0.0592], [-0.3085, 0.7583, -1.8181], [-0.0852, 1.1068, 0.6444], [1.6226, -1.3251, -2.3943], [1.0587, 2.1459, 0.7664], [0.5154, -0.6306, 1.2618], [-0.3760, 0.5824, 0.3451], [-0.8566, -0.2713, 1.3636], [0.1788, -0.4677, 0.1659], [-1.1334, 0.4091, 0.8862], [-0.5948, -0.5114, -0.2043]],
  "multiplicity": 1,
  "e_above_lowest_kcal_mol": 0.0,
  "homo_energy_ev": -9.973,
  "energy_ha": -805.1137,
  "charge": 0,
  "orbital_gap_ha": 0.3657
}